# 1
The following is a DFT calculation (the ωB97M-V functional and the def2-TZVPD basis) of a molecular structure, C67H52FGeN3O2OsP3.

```
! wB97M-V def2-TZVPD RIJCOSX def2/J DEFGRID3
* xyz 3 1
Os 0.697 -0.251 -0.115
O 4.132 2.215 -2.093
C 3.296 3.243 -2.116
C 3.843 4.478 -2.475
C 3.047 5.593 -2.522
C 1.673 5.529 -2.207
C 1.114 4.340 -1.860
C 1.898 3.148 -1.808
C 1.369 1.890 -1.472
O 2.069 0.835 -1.361
N -0.009 1.568 -1.058
N -0.636 2.537 -0.159
C -0.555 2.186 1.245
C -1.220 0.837 1.632
C -2.948 0.736 2.947
C -3.674 -0.496 2.547
C -3.202 -1.396 1.674
C -1.900 -1.410 0.987
N -1.023 -0.443 0.930
H 3.667 1.399 -1.838
H 4.897 4.518 -2.713
H 3.485 6.542 -2.802
H 1.072 6.427 -2.235
H 0.072 4.297 -1.594
H 0.429 2.416 1.653
H -3.426 1.275 3.761
H -4.677 -0.635 2.937
H -3.829 -2.241 1.425
H -0.483 -2.891 0.725
F -1.776 -1.750 4.866
Ge -0.842 -1.303 3.498
C -1.383 0.534 3.158
C -0.838 1.403 4.243
C -1.062 2.763 4.288
C -1.601 3.470 3.239
C -1.791 2.894 1.882
C -2.585 1.539 1.666
P -3.377 1.448 -0.007
C -1.966 2.465 -0.874
C -1.246 1.656 -1.984
C -1.046 2.308 -3.305
C -1.590 3.494 -3.569
C -2.315 4.258 -2.547
C -2.469 3.813 -1.303
C -4.755 2.614 0.145
C -5.605 2.738 -0.955
C -6.694 3.593 -0.907
C -6.962 4.310 0.251
C -6.139 4.173 1.361
C -5.035 3.334 1.308
C 0.309 -2.788 3.161
C -0.099 -3.916 3.882
C 0.652 -5.084 3.835
C 1.814 -5.113 3.089
C 2.226 -3.990 2.373
C 1.492 -2.811 2.384
P 2.066 -1.411 1.340
C 3.761 -1.792 0.864
C 4.755 -1.914 1.838
C 6.059 -2.190 1.464
C 6.380 -2.335 0.118
C 5.400 -2.195 -0.854
C 4.091 -1.921 -0.484
C 2.305 -0.081 2.581
C 2.240 -0.249 3.969
C 2.525 0.814 4.819
C 2.869 2.054 4.301
C 2.960 2.226 2.926
C 2.692 1.164 2.074
C -1.496 -2.734 0.322
C -2.349 -3.892 0.747
C -3.085 -4.609 -0.129
C -3.032 -4.337 -1.519
C -2.114 -3.395 -2.009
C -1.358 -2.613 -1.180
P 0.164 -1.787 -1.683
C 1.239 -3.233 -1.977
C 1.496 -4.082 -0.900
C 2.209 -5.254 -1.072
C 2.678 -5.600 -2.334
C 2.408 -4.777 -3.415
C 1.683 -3.603 -3.245
C -0.025 -1.067 -3.342
C -1.242 -0.979 -4.019
C -1.286 -0.524 -5.330
C -0.119 -0.144 -5.977
C 1.094 -0.189 -5.300
C 1.140 -0.644 -3.990
H -0.417 0.921 5.116
H -0.816 3.289 5.203
H -1.829 4.519 3.365
H -2.165 3.681 1.234
H -1.628 0.647 -2.108
H -0.516 1.743 -4.060
H -1.490 3.927 -4.556
H -2.724 5.221 -2.825
H -3.019 4.406 -0.582
H -5.417 2.159 -1.853
H -7.343 3.687 -1.767
H -7.821 4.966 0.292
H -6.359 4.719 2.268
H -4.408 3.244 2.187
H -0.989 -3.882 4.496
H 0.330 -5.952 4.394
H 2.419 -6.010 3.064
H 3.140 -4.039 1.795
H 4.516 -1.794 2.889
H 6.827 -2.287 2.219
H 7.400 -2.549 -0.171
H 5.653 -2.299 -1.900
H 3.332 -1.808 -1.245
H 2.068 -1.228 4.400
H 2.509 0.660 5.890
H 3.103 2.874 4.966
H 3.276 3.178 2.519
H 2.857 1.287 1.006
H -2.359 -4.144 1.802
H -3.697 -5.429 0.225
H -3.627 -4.917 -2.209
H -1.955 -3.356 -3.079
H 1.134 -3.836 0.088
H 2.396 -5.903 -0.226
H 3.237 -6.515 -2.475
H 2.754 -5.048 -4.403
H 1.469 -2.995 -4.112
H -2.165 -1.260 -3.531
H -2.234 -0.475 -5.848
H -0.153 0.192 -7.005
H 2.006 0.112 -5.797
H 2.097 -0.710 -3.486
*
```

Properties
**HOMO (alpha / beta)**: -0.4510 / -0.4499 Ha
**Energy**: -168425.035 eV

Atomic partial charges in e from the Mulliken method, atoms 1 to 99: 0.284, -0.653, 0.016, -0.845, -0.478, -1.178, -0.662, 0.817, 0.366, -0.115, 0.902, 0.376, -0.785, 0.450, 0.379, -2.241, -1.100, 0.958, 0.087, 0.268, 0.568, 0.437, 0.527, 0.790, 0.326, 0.678, 0.577, 0.802, -1.764, -0.355, 2.320, 0.664, -1.193, -1.390, -1.825, 0.916, 0.511, -0.448, 1.036, 1.178, -1.484, -0.864, -1.447, -0.355, 0.955, -0.398, -0.792, -0.576, -0.995, -0.087, -0.789, -0.265, -0.915, -0.904, -0.603, -0.028, 1.684, 0.332, -0.223, -0.826, -0.783, -1.150, 0.268, 0.453, -0.369, -0.787, -0.876, -0.381, -0.910, 1.739, -1.079, -0.719, -1.250, -0.333, 0.237, 2.652, 1.135, -0.245, -1.239, -0.924, -0.828, -0.621, 0.706, -1.188, -0.950, -0.922, -0.960, -0.713, 0.658, 0.561, 0.619, 0.128, -0.343, 0.291, 0.488, 0.520, 0.400, 0.459, 0.452

# 2
The following is a DFT calculation (the ωB97M-V functional and the def2-TZVPD basis) of a molecular structure, C67H58Br2N13O4S3Ti in a non-equilibrium geometry.

```
! wB97M-V def2-TZVPD RIJCOSX def2/J DEFGRID3
* xyz 1 1
Ti -1.679 0.056 -0.100
O -1.430 -5.271 -0.950
C -1.686 -4.721 -2.167
C -1.805 -5.588 -3.250
C -2.038 -5.097 -4.519
C -2.183 -3.733 -4.721
C -2.085 -2.868 -3.645
C -1.831 -3.344 -2.366
C -1.610 -2.389 -1.203
O -1.655 -1.073 -1.535
N -2.567 -2.649 -0.099
N -2.948 -1.431 0.515
C -3.841 -1.603 1.483
C -4.504 -0.594 2.180
Br -4.433 1.166 1.369
C -5.267 -0.711 3.311
C -5.372 -1.866 4.155
C -6.530 -2.027 4.934
C -6.698 -3.132 5.741
C -5.707 -4.101 5.816
C -4.540 -3.939 5.087
C -4.374 -2.844 4.266
H -1.444 -4.603 -0.253
H -1.706 -6.647 -3.063
H -2.101 -5.784 -5.351
H -2.379 -3.348 -5.709
H -2.192 -1.802 -3.779
H -0.596 -2.634 -0.790
H -3.396 -3.162 -0.422
H -4.157 -2.623 1.711
H -5.866 0.139 3.597
H -7.306 -1.278 4.871
H -7.603 -3.242 6.320
H -5.839 -4.969 6.444
H -3.749 -4.670 5.170
H -3.441 -2.721 3.740
C -4.321 0.188 -2.084
O -3.310 0.945 -1.434
C -3.347 2.307 -1.635
C -4.114 2.956 -2.596
C -4.029 4.343 -2.685
Br -5.090 5.225 -3.990
C -3.190 5.085 -1.891
C -2.395 4.438 -0.929
C -2.522 3.040 -0.776
O -1.880 2.358 0.198
C -1.433 5.132 -0.125
N -0.618 4.520 0.726
C 0.185 5.491 1.256
C 1.215 5.417 2.190
C 1.837 6.595 2.557
C 1.465 7.826 2.018
C 0.454 7.923 1.078
C -0.175 6.747 0.708
N -1.196 6.481 -0.167
H -5.315 0.517 -1.755
H -4.157 -0.853 -1.797
H -4.241 0.270 -3.174
H -4.771 2.430 -3.267
H -3.160 6.157 -2.000
H -1.234 3.013 0.636
H 1.524 4.468 2.600
H 2.631 6.569 3.288
H 1.974 8.720 2.343
H 0.163 8.873 0.659
H -1.685 7.162 -0.719
N -0.295 -0.813 0.893
S 0.908 -1.659 0.880
N 1.772 -1.820 -0.505
S 2.868 -0.744 -0.824
N 2.443 0.756 -0.851
S 1.090 1.198 -1.705
N -0.223 1.035 -1.087
C 1.341 0.472 -3.354
C 0.660 -0.683 -3.692
C 0.870 -1.259 -4.934
C 1.726 -0.653 -5.844
C 2.386 0.515 -5.503
C 2.209 1.076 -4.249
C 1.409 2.946 -2.012
C 0.389 3.626 -2.660
C 0.556 4.961 -2.976
C 1.738 5.605 -2.637
C 2.735 4.927 -1.953
C 2.574 3.587 -1.640
C 4.178 -0.851 0.347
C 4.722 -2.115 0.593
C 5.776 -2.239 1.469
C 6.310 -1.110 2.085
C 5.789 0.149 1.806
C 4.730 0.289 0.934
C 3.564 -1.220 -2.368
C 4.515 -0.348 -2.902
C 5.150 -0.675 -4.078
C 4.849 -1.872 -4.721
C 3.913 -2.742 -4.173
C 3.267 -2.428 -2.995
C 2.007 -1.113 2.196
C 2.013 0.248 2.475
C 2.708 0.713 3.574
C 3.368 -0.184 4.407
C 3.344 -1.542 4.129
C 2.663 -2.016 3.023
C 0.573 -3.382 1.285
C -0.536 -3.638 2.078
C -0.781 -4.929 2.510
C 0.085 -5.953 2.157
C 1.179 -5.690 1.347
C 1.429 -4.403 0.906
H -0.031 -1.111 -2.981
H 0.358 -2.173 -5.190
H 1.866 -1.087 -6.822
H 3.050 0.991 -6.207
H 2.727 1.980 -3.972
H -0.512 3.087 -2.918
H -0.225 5.488 -3.503
H 1.883 6.641 -2.905
H 3.646 5.437 -1.679
H 3.341 3.028 -1.127
H 4.303 -2.973 0.090
H 6.191 -3.214 1.676
H 7.135 -1.214 2.769
H 6.212 1.021 2.281
H 4.300 1.251 0.706
H 4.729 0.570 -2.375
H 5.880 -0.002 -4.503
H 5.341 -2.123 -5.647
H 3.685 -3.666 -4.681
H 2.525 -3.080 -2.560
H 1.474 0.913 1.812
H 2.727 1.771 3.786
H 3.898 0.179 5.272
H 3.846 -2.243 4.778
H 2.632 -3.073 2.807
H -1.180 -2.809 2.332
H -1.639 -5.138 3.127
H -0.095 -6.955 2.511
H 1.844 -6.491 1.068
H 2.275 -4.176 0.278
N 0.164 2.877 4.418
N -0.538 1.872 3.845
N -0.745 0.726 4.441
C -1.403 0.048 3.512
N -1.573 0.770 2.402
N -1.018 1.929 2.635
H 0.052 2.879 5.427
H -0.047 3.769 3.982
H -1.751 -0.951 3.661
*
```

Properties
**HOMO (alpha / beta)**: -0.2249 / -0.2249 Ha
**Relative energy (zero: lowest compared OMol25 entry of this formula, charge and spin)**: 1.986 eV
**Energy**: -293674.220 eV

Atomic partial charges in e from the Mulliken method, atoms 1 to 99: -0.457, -0.680, 0.645, -0.627, -0.579, -0.898, -0.834, 0.507, 0.361, 0.945, -0.133, 1.259, -1.451, 0.524, -0.114, -1.346, 0.722, -0.794, -0.541, -0.604, -0.637, 0.533, 0.221, 0.483, 0.404, 0.487, 0.449, -0.120, 0.561, 0.728, 0.323, 0.398, 0.379, 0.392, 0.367, -0.036, -1.427, 1.090, 0.181, -0.542, -0.657, -0.189, -0.919, 1.095, -0.702, -0.054, -0.658, -0.212, 0.109, -0.467, -0.907, -0.530, -1.227, 0.618, 0.047, 0.432, 0.151, 0.433, 0.643, 0.534, 0.848, 0.751, 0.446, 0.413, 0.458, 0.233, 0.372, 1.293, -0.011, 1.137, -0.128, 0.912, 0.489, -0.529, 0.830, -0.507, -0.961, -0.843, -0.505, 0.083, -0.820, -0.744, -0.706, -0.859, 0.010, 0.678, -0.796, -0.832, -0.728, -0.681, -0.198, 0.417, -0.893, -0.912, -0.622, -0.790, 0.014, 0.544, -0.001

# 3
The following is a DFT calculation (the ωB97M-V functional and the def2-TZVPD basis) of a molecular structure, C67H67B4N7O36Y2 in a non-equilibrium geometry.

```
! wB97M-V def2-TZVPD RIJCOSX def2/J DEFGRID3
* xyz 2 1
Y 5.269 -1.199 0.383
Y -1.398 5.810 -1.400
O 2.788 5.910 -3.811
C 2.609 4.746 -3.682
O 3.453 3.742 -3.908
B 2.842 2.492 -3.474
O 1.405 2.814 -3.295
C 1.296 4.099 -3.174
O 0.308 4.669 -2.770
O 3.411 1.960 -2.225
C 3.771 0.728 -2.378
O 4.144 0.012 -1.475
C 3.517 0.324 -3.851
O 2.985 1.383 -4.437
O 3.707 -0.755 -4.314
O -1.336 3.467 -1.009
C -1.049 2.312 -0.784
O -0.200 1.904 0.097
B -0.066 0.440 -0.008
O -1.020 0.038 -1.039
C -1.633 1.099 -1.533
O -2.446 1.124 -2.400
O 1.343 0.088 -0.357
C 1.784 -0.784 0.493
O 2.877 -1.312 0.468
C 0.704 -1.033 1.555
O -0.332 -0.285 1.238
O 0.841 -1.773 2.474
O 0.635 0.003 4.999
C 0.128 1.044 4.712
O 0.416 1.776 3.631
B -0.234 3.084 3.743
O -1.081 3.009 4.932
C -0.945 1.822 5.522
O -1.509 1.454 6.500
O 0.770 4.161 3.896
C 0.599 5.092 2.992
O 1.234 6.083 2.799
C -0.566 4.616 2.099
O -1.030 3.493 2.541
O -0.922 5.212 1.103
O 0.856 6.097 -0.624
C 1.866 5.640 -0.129
O 1.973 4.424 0.304
B 3.334 4.246 0.884
O 4.044 5.469 0.590
C 3.215 6.372 0.081
O 3.403 7.503 -0.213
O 4.029 3.046 0.333
C 3.954 2.090 1.188
O 4.319 0.937 1.024
C 3.447 2.670 2.541
O 3.188 3.937 2.317
O 3.387 2.051 3.556
C -2.778 -3.697 4.208
C -1.905 -2.444 4.313
C -2.651 -1.535 5.299
O -3.938 -2.150 5.483
C -4.152 -3.113 4.463
H -2.512 -4.439 4.960
H -2.691 -4.171 3.228
H -1.790 -1.940 3.351
H -0.903 -2.733 4.627
H -2.853 -0.549 4.876
H -2.135 -1.483 6.253
H -4.580 -2.657 3.559
H -4.915 -3.801 4.830
C 0.123 -4.989 -2.906
C -0.272 -3.523 -3.119
C 0.149 -2.828 -1.805
O 1.033 -3.729 -1.143
C 0.549 -5.018 -1.431
H 0.990 -5.238 -3.520
H -0.687 -5.666 -3.163
H -1.331 -3.370 -3.318
H 0.261 -3.031 -3.937
H -0.748 -2.704 -1.184
H 0.612 -1.855 -1.945
H -0.318 -5.258 -0.802
H 1.314 -5.774 -1.261
C 0.776 -0.453 -5.763
C -0.138 0.276 -4.780
C -1.533 -0.339 -4.989
O -1.419 -1.246 -6.081
C -0.227 -0.944 -6.805
H 1.335 -1.282 -5.331
H 1.498 0.215 -6.227
H -0.153 1.344 -5.018
H 0.202 0.240 -3.741
H -2.284 0.426 -5.214
H -1.865 -0.900 -4.113
H -0.464 -0.183 -7.561
H 0.102 -1.839 -7.332
C -5.882 0.693 1.344
C -4.827 -0.097 2.144
C -3.501 0.639 1.827
O -3.782 1.495 0.711
C -5.046 1.127 0.147
H -6.197 1.550 1.939
H -6.687 0.028 1.044
H -4.769 -1.122 1.785
H -5.032 -0.042 3.211
H -2.710 -0.056 1.539
H -3.168 1.207 2.697
H -4.907 0.275 -0.528
H -5.415 1.982 -0.418
N -3.339 5.892 -0.074
C -4.079 6.985 0.180
C -5.299 6.976 0.804
C -5.734 5.764 1.330
C -4.932 4.638 1.192
C -3.743 4.744 0.528
H -3.677 7.938 -0.159
H -5.851 7.867 1.062
H -6.662 5.685 1.881
H -5.240 3.701 1.633
H -3.175 3.847 0.323
N -2.674 4.686 -3.113
C -3.951 4.306 -2.904
C -4.668 3.469 -3.717
C -4.038 2.977 -4.853
C -2.760 3.418 -5.149
C -2.119 4.243 -4.251
H -4.415 4.770 -2.041
H -5.651 3.097 -3.468
H -4.552 2.295 -5.520
H -2.249 3.101 -6.046
H -1.152 4.628 -4.540
N 2.750 -4.560 4.793
C 3.514 -4.927 5.827
C 3.348 -4.435 7.112
C 2.374 -3.473 7.353
C 1.602 -3.076 6.275
C 1.851 -3.598 5.016
H 4.301 -5.638 5.595
H 3.969 -4.803 7.920
H 2.263 -3.063 8.346
H 0.831 -2.324 6.398
H 1.330 -3.239 4.139
N 5.206 -2.613 -1.613
C 6.251 -3.213 -2.221
C 6.144 -4.147 -3.223
C 4.888 -4.377 -3.767
C 3.799 -3.715 -3.223
C 4.008 -2.901 -2.129
H 7.242 -2.922 -1.876
H 7.031 -4.602 -3.639
H 4.774 -5.060 -4.599
H 2.801 -3.844 -3.611
H 3.146 -2.464 -1.640
N -6.064 0.647 -3.379
C -5.086 -0.200 -3.704
C -5.176 -1.048 -4.801
C -6.326 -1.040 -5.571
C -7.337 -0.157 -5.237
C -7.161 0.663 -4.133
H -4.217 -0.238 -3.061
H -4.319 -1.663 -5.050
H -6.417 -1.684 -6.436
H -8.229 -0.100 -5.846
H -7.915 1.394 -3.863
N 4.621 -3.595 0.975
C 5.331 -4.648 0.540
C 4.885 -5.944 0.541
C 3.631 -6.179 1.096
C 2.904 -5.131 1.627
C 3.451 -3.866 1.559
H 6.317 -4.425 0.145
H 5.404 -6.773 0.083
H 3.224 -7.183 1.117
H 2.047 -5.328 2.253
H 2.902 -3.056 2.016
N 5.053 -1.251 2.722
C 6.045 -1.723 3.504
C 5.980 -1.902 4.863
C 4.831 -1.480 5.524
C 3.793 -0.987 4.755
C 3.952 -0.851 3.391
H 6.954 -2.072 3.013
H 6.804 -2.393 5.358
H 4.744 -1.485 6.602
H 2.899 -0.534 5.167
H 3.153 -0.450 2.794
*
```

Properties
**HOMO**: -0.4419 Ha
**Energy**: -159513.466 eV

Atomic partial charges in e from the Mulliken method, atoms 1 to 99: 0.966, 0.964, -0.540, 0.144, -0.720, 0.751, 0.587, 0.338, -0.493, -0.289, 0.533, -0.505, 0.235, -0.406, -0.516, 2.304, -0.387, 0.560, 0.201, -0.906, -0.360, 0.261, -0.189, -1.008, 2.534, -0.087, -0.309, -0.026, -0.465, 0.498, 0.462, 1.296, -0.891, 0.041, -0.578, -0.710, 0.204, -0.639, 0.439, -0.223, -0.578, -0.634, 0.491, 0.643, 0.916, -0.702, 0.037, -0.549, -0.663, 0.231, -0.439, 0.734, -0.628, -0.553, -0.834, 2.106, 0.013, -0.565, -0.119, 0.342, 0.390, -0.899, -0.947, -0.018, 0.257, -0.200, 0.437, -1.009, 0.010, 0.389, 0.329, -0.657, 0.296, 0.342, 0.565, -0.292, -0.023, -0.539, 0.405, 0.333, -0.064, 1.614, 0.653, -0.489, -0.909, -0.091, 0.426, -0.125, -1.086, -0.295, -0.272, 0.292, 0.392, -0.875, -0.545, 0.183, 0.303, -0.225, 0.281